Run one
{
  "formula": "C4H5N3O2",
  "method": "the ωB97M-V functional and the def2-TZVPD basis",
  "smiles": "O=NC=C=NO.C1=NC1",
  "homo_lumo_gap_ha": [0.3045, 0.3042],
  "e_homo_ha": [-0.316, -0.316],
  "species": ["O", "N", "C", "C", "N", "O", "H", "H", "C", "N", "C", "H", "H", "H"],
  "xyz": [[2.3678, 0.1381, -2.4929], [1.3809, -0.4729, -2.9391], [0.9148, -1.4971, -2.2992], [1.5710, -1.7159, -1.0780], [2.4572, -0.9671, -0.7123], [2.9808, -0.6940, 0.4422], [0.2328, -2.1865, -2.8257], [3.9602, -0.5069, 0.4625], [-1.5752, 0.1272, 0.4705], [-0.5740, -0.5237, 0.1242], [-0.3008, 0.8889, 0.5501], [-2.6283, 0.0203, 0.5939], [-0.0971, 1.7216, -0.1751], [0.2624, 0.9929, 1.5640]]
}



Run two
{
  "formula": "C4H5N3O2",
  "method": "the ωB97M-V functional and the def2-TZVPD basis",
  "smiles": "C/C(=C(\\N)C#N)[N+](=O)[O-]",
  "homo_lumo_gap_ha": 0.3404,
  "e_homo_ha": -0.363,
  "species": ["C", "C", "C", "N", "C", "N", "N", "O", "O", "H", "H", "H", "H", "H"],
  "xyz": [[-1.3155, 1.1771, -0.0804], [0.0480, 0.5055, 0.0295], [0.3093, -0.8052, -0.1195], [-0.7170, -1.7388, -0.0932], [1.7127, -1.3770, -0.1228], [2.6157, -2.1024, -0.1298], [1.2138, 1.3319, -0.0224], [1.0273, 2.4931, 0.0745], [2.2555, 0.7561, -0.0665], [-1.7715, 1.0284, -1.0926], [-1.3242, 2.1048, 0.2624], [-2.0261, 0.7112, 0.6822], [-0.4887, -2.6363, 0.2807], [-1.5394, -1.4485, 0.3979]]
}



Run three
{
  "formula": "C4H5N3O2",
  "method": "the ωB97M-V functional and the def2-TZVPD basis",
  "smiles": "CN(C(N)=O)C(=O)C#N",
  "homo_lumo_gap_ha": 0.3591,
  "e_homo_ha": -0.393,
  "species": ["C", "N", "C", "N", "O", "C", "O", "C", "N", "H", "H", "H", "H", "H"],
  "xyz": [[1.4283, 1.0200, -0.1158], [0.2461, 0.2275, -0.4222], [-0.8910, 0.4803, 0.4104], [-2.0806, 0.2380, -0.2115], [-0.8383, 1.0872, 1.4664], [0.4073, -1.1006, -0.6630], [0.0921, -1.7366, -1.6459], [0.5713, -1.8770, 0.7215], [0.8895, -2.6449, 1.5375], [1.7857, 0.8162, 0.8967], [1.1636, 2.0772, -0.2084], [2.2271, 0.7821, -0.8232], [-2.8887, 0.6362, 0.2502], [-2.1126, -0.0056, -1.1928]]
}



Run four
{
  "formula": "C4H5N3O2",
  "method": "the ωB97M-V functional and the def2-TZVPD basis",
  "homo_lumo_gap_ha": 0.3855,
  "e_homo_ha": -0.359,
  "species": ["C", "C", "C", "C", "H", "H", "H", "H", "H", "N", "N", "N", "O", "O"],
  "xyz": [[0.1377, -0.6239, 1.1752], [0.4844, 0.3357, -0.8524], [-0.6632, -0.0606, 0.0166], [-0.6173, 1.1575, -1.6226], [0.7279, -1.1633, 2.8655], [2.1402, -1.2108, 0.8045], [1.0925, 1.1364, -0.4212], [-1.1505, -0.9525, -0.4498], [-2.3526, 1.3215, -0.2815], [-0.0446, -0.6670, 2.4300], [1.1972, -1.2445, 0.3883], [-1.3707, 1.1501, -0.3775], [1.2272, -0.8453, -0.9948], [-0.8085, 1.6668, -2.6805]]
}



Energies relative to the most stable structure, in kcal/mol: run one 191.0; run two 75.9; run three 0.0; run four 73.4.